Record 1
{"formula": "C4H5BrN2", "method": "the ωB97M-V functional and the def2-TZVPD basis", "elements": ["C", "C", "C", "C", "N", "N", "Br", "H", "H", "H", "H", "H"], "coordinates": [[-0.064, 2.031, 0.184], [1.285, 1.575, -0.016], [-0.640, 0.841, 0.055], [-0.407, -1.628, 0.034], [1.331, 0.227, -0.134], [0.074, -0.248, -0.059], [-3.981, 0.223, -0.007], [-0.639, 2.989, 0.239], [2.310, 2.090, -0.109], [-0.029, -2.320, -0.703], [-0.117, -1.970, 0.970], [-1.550, -1.519, 0.122]], "nbo_charge": [-0.4683, -0.0428, 0.3783, -0.3996, -0.2616, -0.2593, -0.1207, 0.2662, 0.2318, 0.2268, 0.2103, 0.2389], "multiplicity": 1, "homo_lumo_gap_ha": [0.3165, 0.2341]}


Record 2
{"formula": "C4H5BrN2O", "method": "the ωB97M-V functional and the def2-TZVPD basis", "elements": ["C", "C", "C", "O", "N", "C", "N", "Br", "H", "H", "H", "H", "H"], "coordinates": [[-0.496, 1.562, -0.096], [-0.142, 0.227, 0.532], [-1.195, -0.982, 0.169], [-2.381, -1.035, 0.389], [-0.410, -1.963, -0.347], [0.799, -1.552, -0.498], [1.081, -0.364, -0.032], [2.720, 0.501, -0.053], [-0.978, 1.300, -1.003], [0.334, 2.183, -0.179], [-1.113, 2.164, 0.509], [0.138, 0.168, 1.670], [1.643, -2.209, -1.060]], "nbo_charge": [-0.6229, -0.1622, 0.6669, -0.5408, -0.5858, 0.3296, -0.4759, 0.2676, 0.2240, 0.2184, 0.2359, 0.2286, 0.2166], "multiplicity": 1, "homo_lumo_gap_ha": 0.3306, "smiles": "C[C@H]1C(=O)N=CN1Br"}


Record 3
{"formula": "C4H5BrO2S", "method": "the ωB97M-V functional and the def2-TZVPD basis", "elements": ["O", "C", "C", "S", "C", "O", "Br", "C", "H", "H", "H", "H", "H"], "coordinates": [[1.750, 1.938, 0.219], [1.124, 0.927, 0.169], [1.007, 0.013, 1.402], [-0.341, -1.212, 1.148], [-1.077, -0.462, -0.424], [-1.559, -1.262, -1.281], [-2.611, 0.698, 0.121], [0.330, 0.386, -0.999], [1.976, -0.660, 1.431], [1.063, 0.506, 2.342], [-2.368, -1.590, -0.906], [-0.199, 1.053, -1.662], [0.906, -0.336, -1.562]], "nbo_charge": [-0.4912, 0.5838, -0.6365, 0.1507, 0.1898, -0.6867, -0.0770, -0.5304, 0.2510, 0.2510, 0.4946, 0.2491, 0.2517], "multiplicity": 1, "homo_lumo_gap_ha": 0.3524, "smiles": "O=C1CS[C@@](O)(Br)C1"}


Relative energy (zero: lowest compared OMol25 entry of this formula, charge and spin) per entry: 107.1, 31.8, 10.2 kcal/mol
Maximum force per entry: 0.0794, 0.0810, 0.1412 Eh/bohr